Below is C5H6O2S in the gas phase, with properties calculated with the ωB97M-V functional and the def2-TZVPD basis.

Summary:
* frontier orbital gap: 8.41 eV
* SMILES string: C[C@H]1OC(=O)CC1=S
* HOMO level: -9.2 eV
* max |F|: 0.07013 Eh/bohr

Last column: Mulliken charge in e.
Element x y z (Å)
C1 -0.647 1.714 0.358  -1.27
C2 -0.216 0.607 -0.566  0.48
O1 1.225 0.494 -0.438  -0.33
C3 1.626 -0.695 -0.113  0.43
O2 2.771 -1.052 0.021  -0.58
C4 0.381 -1.615 0.172  -0.27
C5 -0.756 -0.727 -0.179  -0.06
S1 -2.331 -1.114 -0.136  -0.23
H1 -0.220 2.703 0.071  0.32
H2 -0.414 1.579 1.387  0.36
H3 -1.755 1.824 0.326  0.37
H4 -0.480 0.749 -1.625  0.24
H5 0.472 -2.511 -0.505  0.26
H6 0.344 -1.955 1.227  0.26

Below is C11H13BrO in the gas phase, with properties calculated with the ωB97M-V functional and the def2-TZVPD basis.

Summary:
* frontier orbital gap (alpha / beta): 5.56 / 9.03 eV
* HOMO level (alpha / beta): -6.5 / -9.1 eV
* max |F|: 0.07491 Eh/bohr

Last column: Mulliken charge in e.
Element x y z (Å)
C1 4.166 -1.023 0.426  -0.64
C2 3.508 0.063 1.075  -0.24
C3 3.413 -1.831 -0.392  -0.32
C4 2.145 0.294 0.921  -0.47
C5 2.059 -1.558 -0.628  -0.65
C6 1.357 -0.557 0.075  1.35
C7 0.069 -0.448 -0.217  -0.56
C8 -2.691 -0.635 0.582  -0.63
C9 -2.099 0.567 -0.059  1.16
C10 -2.567 1.893 0.618  -1.50
C11 -2.386 0.752 -1.603  -1.44
O1 -0.653 0.591 0.258  -0.39
Br1 -4.601 -0.643 0.165  -0.15
H1 5.131 -1.360 0.802  0.34
H2 4.157 0.777 1.628  0.31
H3 3.800 -2.662 -1.000  0.33
H4 1.674 0.986 1.642  0.32
H5 1.460 -2.263 -1.237  0.22
H6 -0.317 -1.258 -0.890  0.15
H7 -2.551 -0.701 1.638  0.48
H8 -2.540 1.788 1.725  0.33
H9 -3.565 2.053 0.195  0.44
H10 -1.883 2.671 0.231  0.40
H11 -2.490 -0.181 -2.197  0.35
H12 -1.456 1.166 -2.003  0.45
H13 -3.141 1.520 -1.754  0.37